No. 1
{
  "formula": "C47H46BrN3O6S2Tl",
  "method": "ωB97M-V with the def2-TZVPD basis set",
  "elements": ["Tl", "O", "C", "C", "C", "C", "C", "C", "C", "O", "N", "N", "C", "C", "Br", "C", "C", "C", "C", "C", "C", "C", "H", "H", "H", "H", "H", "H", "H", "H", "H", "H", "H", "H", "H", "H", "O", "S", "C", "C", "C", "C", "S", "O", "C", "C", "C", "C", "C", "C", "C", "C", "C", "C", "C", "C", "H", "H", "H", "H", "H", "H", "H", "H", "H", "H", "H", "H", "H", "H", "H", "H", "H", "H", "C", "C", "C", "C", "C", "C", "N", "C", "C", "C", "C", "C", "C", "C", "O", "O", "C", "C", "H", "H", "H", "H", "H", "H", "H", "H", "H", "H", "H", "H", "H", "H"],
  "positions_angstrom": [[1.17163, -1.62838, 25.95307], [0.36022, -4.99041, 22.64512], [1.93881, -6.74881, 23.42226], [2.05955, -8.09572, 22.92450], [2.42978, -9.12611, 23.75026], [2.65534, -8.83268, 25.08613], [2.58522, -7.56496, 25.62090], [2.22936, -6.45880, 24.77039], [2.04161, -5.10288, 25.48348], [1.96227, -4.03756, 24.56660], [0.93226, -5.30293, 26.40487], [0.64034, -4.17519, 27.15569], [-0.36847, -4.35083, 27.93227], [-0.99444, -3.32916, 28.80989], [0.06869, -1.71058, 28.96844], [-2.22474, -3.46573, 29.34051], [-2.87160, -2.36840, 30.10113], [-3.24997, -2.57874, 31.39393], [-3.91619, -1.57925, 32.16011], [-4.12816, -0.35729, 31.57195], [-3.82652, -0.15847, 30.24945], [-3.23296, -1.14835, 29.50043], [1.15757, -4.22879, 23.95072], [1.86063, -8.18868, 21.84483], [2.54032, -10.12755, 23.38758], [2.90956, -9.66763, 25.73867], [2.82871, -7.37582, 26.64765], [2.91752, -4.86736, 26.08706], [0.10853, -5.69206, 26.04480], [-1.03973, -5.22242, 27.82226], [-2.73245, -4.42897, 29.18855], [-3.03186, -3.51190, 31.87736], [-3.94142, -1.75540, 33.27656], [-4.56136, 0.44493, 32.14318], [-4.20442, 0.78221, 29.75224], [-3.04142, -1.06901, 28.45977], [2.05667, -0.24939, 23.45673], [2.61507, 0.22229, 22.16156], [4.20863, 1.06020, 22.54393], [4.09800, 2.01950, 23.73313], [3.80896, 1.55304, 25.17053], [4.90701, 0.58202, 25.60973], [4.42335, -0.07148, 27.21889], [3.13006, -0.78201, 27.04715], [5.72789, -1.39154, 27.18945], [6.97374, -1.13745, 27.77525], [7.93594, -2.11927, 27.77334], [7.60949, -3.38083, 27.29993], [6.40523, -3.56390, 26.62813], [5.39586, -2.65236, 26.73219], [1.68208, 1.58633, 21.65893], [0.78590, 2.13821, 22.55008], [0.09014, 3.28203, 22.19456], [0.28654, 3.89221, 20.92355], [1.15321, 3.29142, 20.02259], [1.80278, 2.09972, 20.37447], [4.48602, 1.66157, 21.68363], [4.88281, 0.24584, 22.70763], [3.36689, 2.76353, 23.52039], [5.03543, 2.62148, 23.66420], [2.79217, 1.10493, 25.20870], [3.75527, 2.43304, 25.78723], [5.77359, 1.18774, 25.77779], [5.06537, -0.24378, 24.86694], [7.10699, -0.18374, 28.17560], [8.82441, -1.89694, 28.28303], [8.36309, -4.16190, 27.27788], [6.28981, -4.41699, 25.98472], [4.39768, -2.83920, 26.34197], [0.63538, 1.58727, 23.44361], [-0.73024, 3.72999, 22.79931], [-0.27599, 4.75966, 20.77059], [1.18163, 3.67226, 19.01691], [2.33595, 1.47142, 19.56526], [-1.85628, -6.40922, 19.25924], [-1.05701, -6.19830, 20.45487], [0.38584, -6.40828, 20.19329], [1.49202, -6.16266, 20.91082], [1.61333, -5.64165, 22.30807], [-0.83276, -5.67670, 22.80474], [-1.08832, -6.04962, 24.05226], [-2.31715, -6.45322, 24.64536], [-2.64703, -7.77836, 24.57321], [-3.68725, -8.30342, 25.33306], [-4.44643, -7.49720, 26.16698], [-4.25823, -6.16420, 26.10476], [-3.17749, -5.59837, 25.42118], [-2.95856, -4.10722, 25.52754], [-3.77043, -3.36054, 25.94678], [-1.77110, -3.67009, 25.16396], [-1.63758, -5.94992, 21.59362], [-3.10948, -5.79240, 21.82776], [-2.94653, -6.23689, 19.51461], [-1.73298, -7.39442, 18.89690], [-1.47709, -5.89002, 18.35274], [0.57062, -6.76501, 19.18013], [2.37303, -6.47597, 20.38424], [2.38120, -4.87375, 22.30825], [-1.20463, -4.39610, 24.93418], [-2.04134, -8.45683, 23.94871], [-3.91579, -9.36371, 25.25201], [-5.19073, -7.88046, 26.81507], [-4.82481, -5.43505, 26.63794], [-3.62564, -6.74610, 21.80622], [-3.58786, -5.11424, 21.13975], [-3.33333, -5.29869, 22.77544]],
  "homo_energy_ev": -10.448,
  "total_charge": 1,
  "total_energy_ha": -5976.81430,
  "orbital_gap_ev": 8.037,
  "largest_force_ev_per_a": 3.4
}

=====

No. 2
{
  "formula": "C47H46N9OReS3Te",
  "method": "ωB97M-V with the def2-TZVPD basis set",
  "elements": ["Re", "C", "N", "C", "C", "N", "N", "C", "N", "N", "H", "H", "H", "H", "H", "H", "H", "H", "H", "H", "H", "N", "S", "N", "S", "N", "S", "N", "C", "C", "C", "C", "C", "C", "C", "C", "C", "C", "C", "C", "C", "C", "C", "C", "C", "C", "C", "C", "C", "C", "C", "C", "C", "C", "C", "C", "C", "C", "C", "C", "C", "C", "C", "C", "H", "H", "H", "H", "H", "H", "H", "H", "H", "H", "H", "H", "H", "H", "H", "H", "H", "H", "H", "H", "H", "H", "H", "H", "H", "H", "H", "H", "H", "H", "Te", "C", "C", "C", "C", "C", "C", "H", "H", "H", "H", "H", "O", "C"],
  "positions_angstrom": [[0.15301, -1.51854, 1.77829], [2.27325, -0.71407, 6.91500], [1.13542, -0.93616, 6.02498], [-0.16541, -1.21930, 6.62896], [1.27070, -1.04170, 4.69306], [0.25593, -1.19943, 3.88482], [2.57161, -0.97624, 4.22243], [3.05039, -1.07127, 2.93189], [4.39166, -1.00366, 2.83564], [2.27223, -1.22521, 1.91409], [1.89367, -0.46669, 7.90140], [2.86778, 0.14126, 6.58965], [2.89860, -1.60587, 7.00816], [-0.03696, -1.31134, 7.70295], [-0.56724, -2.16423, 6.25825], [-0.87757, -0.41242, 6.43985], [-0.62300, -1.18892, 4.38526], [3.27833, -0.92868, 4.93846], [4.99092, -0.90797, 3.63723], [4.84219, -1.15486, 1.94970], [2.77037, -1.31031, 1.03333], [0.42865, -1.66794, -0.22160], [0.23284, -1.21345, -1.60816], [0.60040, 0.34746, -1.91927], [-0.28198, 1.61876, -1.77570], [-0.99767, 1.93062, -0.42323], [-0.35227, 1.79515, 1.06238], [-0.17412, 0.44224, 1.61731], [-1.50376, 2.75697, 1.99860], [-2.34668, 3.68786, 1.41102], [-3.19049, 4.42749, 2.22452], [-3.17742, 4.23803, 3.59905], [-2.32568, 3.30423, 4.17276], [-1.48204, 2.55426, 3.37256], [1.16449, 2.73016, 1.05852], [1.20017, 4.05315, 1.47271], [2.41077, 4.73062, 1.43854], [3.55656, 4.09178, 0.99041], [3.50480, 2.76674, 0.57693], [2.30696, 2.07449, 0.61486], [0.81776, 2.92485, -2.25195], [2.03908, 2.65528, -2.85047], [2.81865, 3.72511, -3.26639], [2.37734, 5.02686, -3.07961], [1.14964, 5.27715, -2.47962], [0.35556, 4.22189, -2.06372], [-1.60593, 1.70058, -2.94809], [-2.89256, 2.04240, -2.56453], [-3.86395, 2.16027, -3.54779], [-3.54266, 1.93921, -4.87879], [-2.24537, 1.60167, -5.24582], [-1.26275, 1.48591, -4.27825], [-1.39653, -1.48832, -2.27237], [-1.61579, -2.15301, -3.46986], [-2.92138, -2.36407, -3.88755], [-3.98530, -1.91969, -3.11694], [-3.75419, -1.26327, -1.91496], [-2.45570, -1.04394, -1.48718], [1.35373, -2.03792, -2.70021], [1.92608, -3.21389, -2.23784], [2.79208, -3.90773, -3.07114], [3.07060, -3.42411, -4.34001], [2.48914, -2.24379, -4.78938], [1.62364, -1.54116, -3.96894], [-2.34671, 3.83165, 0.34038], [-3.85930, 5.15195, 1.78449], [-3.83598, 4.82066, 4.22680], [-2.32389, 3.16269, 5.24266], [-0.81707, 1.81497, 3.79751], [0.30794, 4.55428, 1.81937], [2.45561, 5.75946, 1.76519], [4.49461, 4.62841, 0.96272], [4.40007, 2.27976, 0.21570], [2.24353, 1.04419, 0.28772], [2.36960, 1.63711, -2.98627], [3.77130, 3.53907, -3.74227], [2.98991, 5.85447, -3.41025], [0.80732, 6.29364, -2.34614], [-0.60973, 4.40531, -1.61245], [-3.13148, 2.19925, -1.52385], [-4.87382, 2.42733, -3.27118], [-4.30525, 2.03819, -5.63893], [-1.99876, 1.44254, -6.28592], [-0.24328, 1.25672, -4.55746], [-0.79286, -2.52265, -4.06431], [-3.10524, -2.88965, -4.81339], [-4.99938, -2.09388, -3.44882], [-4.58488, -0.92866, -1.30932], [-2.26790, -0.52974, -0.55267], [1.69153, -3.57554, -1.24557], [3.24485, -4.82649, -2.72954], [3.74484, -3.96836, -4.98622], [2.71164, -1.87358, -5.77923], [1.16813, -0.62197, -4.30875], [0.28262, -4.05616, 2.44386], [-0.79677, -5.16114, 1.04353], [-1.19571, -4.60854, -0.17345], [-1.87170, -5.40002, -1.08650], [-2.14293, -6.73106, -0.78983], [-1.74607, -7.27548, 0.42353], [-1.07539, -6.49377, 1.34917], [-0.98586, -3.56899, -0.39726], [-2.19027, -4.98129, -2.03173], [-2.67104, -7.34496, -1.50548], [-1.96414, -8.30923, 0.65238], [-0.77649, -6.92046, 2.29696], [-2.88528, -2.16083, 1.63321], [-1.77688, -1.91250, 1.68739]],
  "homo_energy_ev": [-14.493, -14.532],
  "de_lowest_kcal_mol": 0.00,
  "total_charge": 3,
  "total_energy_ha": -3926.53126,
  "spin_multiplicity": 2,
  "orbital_gap_ev": [5.638, 5.827],
  "s_squared": 0.769,
  "largest_force_ev_per_a": 0.6
}